[1]
Molecular formula: C12H21Al3Br5ClF4N3O12
Method: DFT, ωB97M-V with the def2-TZVPD basis set

ORCA input file:
```
! wB97M-V def2-TZVPD RIJCOSX def2/J DEFGRID3
* xyz 1 1
N 3.71451 0.18460 0.58523
C 3.02777 -0.78131 1.41367
O 3.43975 -1.07871 2.50239
C 1.73969 -1.33453 0.85584
C 0.68565 -0.23752 0.91712
C -0.56027 -0.53342 0.11711
O -1.31483 -1.69965 0.53055
C -2.31082 -1.34255 1.23524
O -3.13456 -2.08378 1.80453
O -2.48984 -0.04722 1.34916
C -1.55952 0.57176 0.46863
O -2.08262 1.14805 -0.67479
N -2.14406 2.64592 -0.57891
O -3.10235 3.00826 -0.07673
H 3.13949 1.01090 0.65538
H 3.63660 0.05440 -0.42320
H 1.48468 -2.18364 1.46802
H 1.88721 -1.65584 -0.16623
H 0.39393 -0.02723 1.94188
H 1.11357 0.66324 0.50303
H -0.34457 -0.43937 -0.94642
H -1.01607 1.37981 0.93926
Cl -3.71203 -3.81982 2.66025
Al 4.04829 2.67968 0.51153
Br 2.45011 1.43732 -1.67406
C -1.59029 -0.18764 -4.64811
Br -0.30627 -0.43638 -3.21899
Br -2.75814 1.30148 -4.29852
Br -0.71810 -0.05938 -6.33295
H -2.20468 -1.07434 -4.67070
C 1.31132 4.55959 -1.53663
O 1.23044 3.82813 -0.57911
H 0.37039 4.94072 -1.98840
H 2.01164 5.46821 -1.44892
H 1.90218 4.05890 -2.57903
Al 2.86761 6.57856 -2.82653
C 6.27939 6.74386 0.03559
N 5.45972 6.26895 -1.11319
O 5.47654 6.90981 -2.14296
O 4.79490 5.25022 -0.96034
H 6.79486 7.64683 -0.26544
H 5.60049 6.93363 0.86153
H 6.98269 5.95416 0.28214
Br 2.41930 4.34520 -4.12419
F 3.62419 1.83150 -8.84986
Al 2.43658 2.56792 -7.94274
F 0.96404 2.51022 -8.73403
F 2.86484 4.18229 -7.66758
F 2.29182 1.79389 -6.44732
C -3.62783 -6.38332 4.41515
O -4.29957 -7.58676 4.54647
C -5.36885 -7.53593 5.39535
O -5.72275 -6.54988 5.98185
O -5.90712 -8.73238 5.43380
C -7.05598 -8.84441 6.29337
H -2.81161 -6.54334 3.71790
H -4.32806 -5.57764 3.97516
H -3.22978 -6.02732 5.36522
H -7.84977 -8.18357 5.95510
H -6.78578 -8.61892 7.32152
H -7.38940 -9.87350 6.22540
*
```

E_tot = -435206.499 eV
Strongest force on any atom = 0.1011 hartree/bohr
HOMO level = -11.5495 eV
Kohn-Sham gap = 0.1257 Ha
E_LUMO = -8.13 eV

***

[2]
Molecular formula: C22H29N3O4
Method: DFT, ωB97M-V with the def2-TZVPD basis set

ORCA input file:
```
! wB97M-V def2-TZVPD RIJCOSX def2/J DEFGRID3
* xyz 0 1
C 3.17801 0.00515 -3.22207
C 3.16624 -1.47485 -2.85141
O 1.88391 -1.97635 -2.51645
C 1.43363 -1.71274 -1.22281
O 1.14559 -0.34852 -1.02564
C -0.02089 0.08825 -1.60859
C -0.20670 1.56101 -1.52741
O -1.10829 2.15920 -2.08214
N 0.70906 2.16310 -0.72370
C 0.46341 3.46651 -0.17005
C 0.07600 3.37118 1.27153
N 0.25788 2.32955 2.03193
C -0.21380 2.68653 3.27684
C -0.25034 1.97246 4.46957
C -0.78890 2.60343 5.57178
C -1.27937 3.90888 5.50918
C -1.24333 4.63808 4.33739
C -0.70388 4.01088 3.22740
N -0.50036 4.41909 1.93145
C -0.99054 -0.72133 -2.03564
C -0.95008 -2.20722 -1.85895
C -0.88253 -2.89867 -3.20937
C -1.43704 -4.28327 -3.35565
C -2.14256 -3.12158 -3.98767
C 0.22163 -2.61467 -0.94459
C -0.12569 -2.62978 0.55546
C -0.98204 -1.47313 1.08676
C -0.67055 -1.19086 2.56009
O 0.60825 -0.63696 2.73502
H 4.15815 0.27213 -3.60924
H 2.42919 0.20030 -3.98597
H 2.95918 0.62378 -2.35610
H 3.86105 -1.66279 -2.02005
H 3.47458 -2.07559 -3.71182
H 2.24092 -1.91451 -0.49578
H 1.31910 1.55793 -0.19227
H -0.34757 3.91702 -0.75340
H 1.36004 4.09337 -0.26873
H 0.13750 0.96845 4.52636
H -0.83252 2.07654 6.51326
H -1.69278 4.35894 6.39931
H -1.61646 5.64998 4.28758
H -0.74714 5.31053 1.53621
H -1.86162 -0.28103 -2.49248
H -1.88566 -2.51255 -1.37601
H 0.01520 -2.66039 -3.76231
H -1.89264 -4.74368 -2.49152
H -0.91872 -4.98188 -3.99433
H -2.11113 -3.02025 -5.06151
H -3.07525 -2.79724 -3.55109
H 0.53757 -3.62482 -1.22321
H 0.81292 -2.63116 1.11509
H -0.63878 -3.56794 0.77804
H -0.78616 -0.55490 0.53744
H -2.04382 -1.70202 0.98421
H -0.67834 -2.12069 3.13622
H -1.43971 -0.52084 2.97178
H 0.61617 0.24991 2.33806
*
```

Structure (SMILES) = CCO[C@H]1OC(C(=O)NCc2nc3ccccc3[nH]2)=C[C@@H](C2CC2)[C@@H]1CCCO
E_tot = -35945.036 eV
Strongest force on any atom = 0.0189 hartree/bohr
HOMO level = -8.7624 eV
Kohn-Sham gap = 0.3450 Ha
E_LUMO = 0.63 eV
Energy relative to the best compared isomer or geometry (same formula, charge and spin) = 22.1 kcal/mol

***

[3]
Molecular formula: C3H12O4S
Method: DFT, ωB97M-V with the def2-TZVPD basis set

ORCA input file:
```
! wB97M-V def2-TZVPD RIJCOSX def2/J DEFGRID3
* xyz -1 2
C 0.04958 1.03106 -0.43685
O 1.44657 0.93785 -0.19994
C -0.72752 0.07933 0.59064
C -2.19127 -0.14302 0.09342
S -3.10584 -1.51215 1.01505
H -0.11903 2.09749 -0.29829
H -0.35346 0.91021 -1.38265
H -0.82622 0.54077 1.64837
H -0.25374 -0.86918 0.81195
H -2.05145 -0.40515 -0.92306
H -2.72265 0.74822 0.18686
H 1.98463 0.91246 1.27864
H 1.86218 0.89656 2.88657
O 2.25880 1.27040 2.22097
H 1.82590 0.27531 -2.65527
H 2.07223 1.17700 -1.40584
O 2.28819 1.11246 -2.45646
H -0.92076 -3.33167 0.28025
H -0.27432 -2.41601 -0.75231
O -0.24182 -3.31194 -0.50207
*
```

E_tot = -22329.353 eV
Strongest force on any atom = 0.1533 hartree/bohr
HOMO level (alpha / beta) = -4.5713 / -4.5548 eV
Kohn-Sham gap (alpha / beta) = 0.2701 / 0.1789 Ha
E_LUMO (alpha / beta) = 2.78 / 0.31 eV
Energy relative to the best compared isomer or geometry (same formula, charge and spin) = 23.1 kcal/mol

***

[4]
Molecular formula: C9H14
Method: DFT, ωB97M-V with the def2-TZVPD basis set

ORCA input file:
```
! wB97M-V def2-TZVPD RIJCOSX def2/J DEFGRID3
* xyz 0 1
C -0.11089 1.62488 -1.56603
C -0.69638 1.19059 -0.26482
C -2.08782 0.99518 -0.12767
C -2.67867 0.74980 1.09426
C -1.91128 0.58277 2.26712
C -0.54397 0.74865 2.12380
C 0.02404 1.16941 0.92522
H 0.13431 2.67864 -1.44137
H -0.87865 1.55142 -2.33593
H 0.76090 1.02628 -1.82555
H -2.68665 1.07043 -1.02790
H -3.74569 0.71891 1.27437
H -2.43756 0.57927 3.20958
H 0.12631 0.37213 2.89182
H 1.10867 1.18569 0.87135
C 2.55655 -1.67217 -1.11318
C 1.35011 -2.30950 -0.46228
H 3.05234 -2.46560 -1.67648
H 2.29252 -0.85903 -1.78340
H 3.25510 -1.32484 -0.34944
H 1.61450 -2.99725 0.36013
H 0.68396 -1.68330 0.13720
H 0.81825 -2.93237 -1.18079
*
```

Structure (SMILES) = Cc1ccccc1.CC
E_tot = -9559.520 eV
Strongest force on any atom = 0.0388 hartree/bohr
HOMO level = -8.9725 eV
Kohn-Sham gap = 0.3669 Ha
E_LUMO = 1.01 eV
Energy relative to the best compared isomer or geometry (same formula, charge and spin) = 15.3 kcal/mol

***

[5]
Molecular formula: C8H11IP
Method: DFT, ωB97M-V with the def2-TZVPD basis set

ORCA input file:
```
! wB97M-V def2-TZVPD RIJCOSX def2/J DEFGRID3
* xyz 1 1
C 2.59465 -0.73820 2.84129
C 2.47903 0.51951 2.26010
C 2.07385 -1.85783 2.26518
C 1.76475 0.64364 1.08726
C 1.36884 -1.78797 0.99630
C 1.34985 -0.51980 0.57789
C -1.77208 0.02925 -3.18601
C -3.12455 0.90998 -0.93789
P -1.46105 0.52096 -1.45865
I -0.49555 2.78132 -1.48072
H 3.16759 -0.83595 3.77438
H 2.78653 1.51521 2.67525
H 2.42698 -2.78124 2.73615
H 1.68990 1.66479 0.55811
H 1.19347 -2.71636 0.38340
H -2.24767 -1.06808 -3.18348
H -0.83463 0.06059 -3.84194
H -2.63352 0.72096 -3.67143
H -3.42572 1.93429 -1.41899
H -3.10118 1.05072 0.27061
H -3.79950 -0.04577 -1.24681
*
```

E_tot = -25852.822 eV
Strongest force on any atom = 0.0794 hartree/bohr
HOMO level = -12.1176 eV
Kohn-Sham gap = 0.1959 Ha
E_LUMO = -6.79 eV
Energy relative to the best compared isomer or geometry (same formula, charge and spin) = 86.6 kcal/mol

***

[6]
Molecular formula: C33H48BrN3P2SeSr
Method: DFT, ωB97M-V with the def2-TZVPD basis set

ORCA input file:
```
! wB97M-V def2-TZVPD RIJCOSX def2/J DEFGRID3
* xyz 2 1
N 4.31025 -6.83290 -7.42124
C 3.48472 -7.48017 -6.57842
C 2.78137 -6.80242 -5.55914
C 2.92179 -5.38987 -5.39644
C 3.85663 -4.77657 -6.26500
C 4.48757 -5.51404 -7.28815
C 2.18361 -4.56495 -4.42645
Sr -1.29350 -1.28037 0.18595
P -4.09746 4.26979 -0.49080
C 2.18737 -3.19380 -4.45111
C 1.63078 -2.29998 -3.45301
C 1.31297 -0.94315 -3.73512
C 0.78772 -0.11163 -2.73205
C 0.83460 -0.53463 -1.40393
C 1.05389 -1.89469 -1.13064
C 1.40596 -2.78507 -2.15352
Br -1.33283 1.12136 1.70841
H 1.60945 -5.13136 -3.68800
H 2.64990 -2.70446 -5.31776
H 2.11424 -7.39499 -4.92889
H 4.08244 -3.71792 -6.16587
H 3.40861 -8.57929 -6.71823
H 5.18084 -4.99627 -7.98033
H 1.48580 -0.53582 -4.73565
H 1.56350 -3.83610 -1.90599
H 0.40982 0.88625 -2.99067
H 1.02195 -2.27823 -0.09627
P 1.41577 0.85256 0.22548
C -4.57288 2.55124 -0.97300
C -5.87262 2.64854 -1.78053
H -4.70192 1.96631 -0.04701
H -3.74568 2.13442 -1.56985
H -6.36643 1.67309 -1.81865
H -6.57188 3.36976 -1.33551
H -5.68278 2.97787 -2.81000
C -2.76258 4.55994 -1.73905
C -2.60391 6.06103 -1.98971
H -3.07184 4.03164 -2.65587
H -1.83869 4.11270 -1.33333
H -2.02877 6.21489 -2.90848
H -3.57453 6.56395 -2.10573
H -2.06302 6.55075 -1.16952
C -3.06263 3.98473 1.00030
C -3.80448 4.31439 2.29283
H -2.16295 4.61094 0.89182
H -2.76232 2.91917 0.97885
H -3.11157 4.23572 3.13850
H -4.21815 5.33045 2.27482
H -4.63420 3.62098 2.47116
C 1.81781 1.68503 1.88691
C 3.25921 1.97462 2.30335
H 1.32131 1.03114 2.62249
H 1.24285 2.62508 1.88585
H 3.79558 1.06042 2.58596
H 3.82824 2.49285 1.52240
H 3.23243 2.63754 3.17947
C 1.22661 2.44155 -0.73430
C 2.11704 2.59534 -1.96542
H 1.40299 3.28120 -0.04252
H 0.15638 2.49880 -0.98817
H 3.18704 2.60426 -1.69059
H 1.97710 1.77320 -2.67370
H 1.86084 3.52833 -2.49640
C 3.14661 0.36084 -0.21129
C 3.65296 -0.84533 0.58687
H 3.81236 1.22830 -0.12608
H 3.11972 0.11140 -1.27733
H 3.96358 -1.65671 -0.09790
H 4.51624 -0.57307 1.21877
H 2.86759 -1.25647 1.24114
C -2.57854 -1.94517 3.44186
N -1.51799 -1.57591 4.37242
C -0.17771 -1.66817 4.09563
Se 0.56341 -2.28447 2.50536
N 0.45679 -1.33271 5.26674
C -0.46157 -1.08165 6.28460
C -0.26643 -1.01960 7.65781
C -1.41718 -1.01816 8.45576
C -2.69469 -1.14698 7.88211
C -2.86675 -1.28419 6.49883
C -1.71909 -1.22253 5.71976
H -3.45066 -2.26940 4.04177
H -2.23836 -2.80845 2.81196
H -2.85853 -1.07263 2.80339
H 1.46442 -1.34579 5.38386
H 0.74949 -0.98850 8.04227
H -1.33237 -0.92411 9.53635
H -3.56780 -1.14988 8.52881
H -3.83491 -1.44380 6.02203
*
```

E_tot = -194257.819 eV
Strongest force on any atom = 0.0805 hartree/bohr
HOMO level = -11.8358 eV
Kohn-Sham gap = 0.1537 Ha
E_LUMO = -7.65 eV
Energy relative to the best compared isomer or geometry (same formula, charge and spin) = 29.3 kcal/mol

***

[7]
Molecular formula: C11H6N2O4STi
Method: DFT, ωB97M-V with the def2-TZVPD basis set

ORCA input file:
```
! wB97M-V def2-TZVPD RIJCOSX def2/J DEFGRID3
* xyz 3 2
O -2.59772 0.29455 1.76142
C -1.63487 0.24188 1.08406
Ti 0.04343 0.11883 0.06005
O -0.74779 3.76115 -1.69000
C -0.55284 2.72921 -1.22411
C -0.73094 -1.50978 -0.81574
O -1.16324 -2.48589 -1.27747
C 1.61142 -0.16348 -1.13110
O 2.58183 -0.33431 -1.77548
N -1.08632 -2.75558 1.89819
C 0.16918 -2.31711 2.12517
N 0.77101 -1.24093 1.53622
C 2.08046 -1.04231 2.04979
C 2.97074 -0.02118 1.70267
C 4.23920 -0.00341 2.31163
C 4.60463 -0.97129 3.25835
C 3.69361 -1.98236 3.61475
C 2.43637 -2.01413 3.00965
S 1.12760 -3.17278 3.30015
H -1.40004 -3.57254 2.41451
H -1.75799 -2.30245 1.28212
H 2.69552 0.75285 0.96421
H 4.94876 0.78062 2.04483
H 5.59186 -0.94532 3.72781
H 3.93952 -2.74848 4.35515
*
```

E_tot = -56590.686 eV
Strongest force on any atom = 0.2084 hartree/bohr
HOMO level (alpha / beta) = -19.4930 / -19.3695 eV
Kohn-Sham gap (alpha / beta) = 0.1627 / 0.1555 Ha
E_LUMO (alpha / beta) = -15.07 / -15.14 eV